1.
Entry from the Open Molecules 2025 dataset: a gas-phase ion, C4H4NOS (charge -1) at a distorted geometry (ωB97M-V/def2-TZVPD).

Relative energy (zero: lowest compared OMol25 entry of this formula, charge and spin) ... 122.5 kcal/mol
Energy ... -18581.845 eV
LUMO energy ... 3.885 eV

```
! RIJCOSX wB97M-V def2-TZVPD def2/J DEFGRID3
* xyz -1 1
C -1.0652 -1.0094 0.9729
C 0.9046 -0.3285 -0.0958
C -1.4523 -0.2595 -1.1956
C 1.6804 0.9379 -0.0243
N 0.2023 -0.7557 0.8890
O -1.9204 -0.7463 -0.0367
S -2.5796 -0.0814 -2.4706
H -1.3432 -1.5722 1.8527
H 1.9207 1.3310 -1.0371
H 0.9747 1.7443 0.6170
H 2.6779 0.7398 0.5284
*
```

2.
Entry from the Open Molecules 2025 dataset: a single C4H4NP molecule at a distorted geometry (ωB97M-V/def2-TZVPD).

Relative energy (zero: lowest compared OMol25 entry of this formula, charge and spin) ... 82.2 kcal/mol
Energy ... -14985.005 eV
LUMO energy ... -0.308 eV

```
! RIJCOSX wB97M-V def2-TZVPD def2/J DEFGRID3
* xyz 0 1
C -2.4333 -1.0549 0.4821
C -1.1957 -0.5360 0.1102
C 0.0450 -0.4465 0.3855
C -2.5516 -0.0465 -0.5783
N 1.2334 -0.5981 0.5231
P 2.6886 -0.1864 -0.1379
H -2.3334 -0.1046 -1.7172
H -2.8108 0.9460 -0.1616
H 2.6774 -1.3067 -1.0410
H 3.5940 -0.9040 0.7539
*
```

3.
Entry from the Open Molecules 2025 dataset: a single C4H4NP molecule at a distorted geometry (ωB97M-V/def2-TZVPD).

Relative energy (zero: lowest compared OMol25 entry of this formula, charge and spin) ... 86.2 kcal/mol
Energy ... -14984.829 eV
LUMO energy (spin up / spin down) ... -1.310 / -1.616 eV
SMILES ... [H]/N=c1/cc1/C=P/[H]

```
! RIJCOSX wB97M-V def2-TZVPD def2/J DEFGRID3
* xyz 0 1
H 0.9280 0.1665 -2.9509
N 0.5911 -0.7090 -2.6987
C 0.4300 -0.9854 -1.4786
C 0.0871 -1.8349 -0.4022
C 0.2418 -0.5580 -0.0427
C -0.0080 0.5027 0.6571
P -1.3578 0.0390 2.2686
H -2.1899 1.2179 2.2291
H 0.0200 -2.8384 0.0443
H 0.1200 1.6352 0.7112
*
```

4.
Entry from the Open Molecules 2025 dataset: a gas-phase ion, C4H4NS (charge +1) at a distorted geometry (ωB97M-V/def2-TZVPD).

Relative energy (zero: lowest compared OMol25 entry of this formula, charge and spin) ... 95.9 kcal/mol
Energy ... -16525.277 eV
LUMO energy (spin up / spin down) ... -9.799 / -9.503 eV

```
! RIJCOSX wB97M-V def2-TZVPD def2/J DEFGRID3
* xyz 1 1
C 0.8166 0.2534 2.1953
C 0.1912 -1.5183 0.3634
C 0.1482 0.0443 0.9545
C -0.2040 1.1071 0.2634
N 1.3713 0.3840 3.1712
S -0.5328 -2.5810 1.5333
H -0.2763 -1.3978 -0.6019
H 1.3372 -1.6737 0.1848
H -0.7494 1.1484 -0.6638
H 0.1728 1.9885 0.5799
*
```

5.
Entry from the Open Molecules 2025 dataset: a single C4H4O molecule at a distorted geometry (ωB97M-V/def2-TZVPD).

Relative energy (zero: lowest compared OMol25 entry of this formula, charge and spin) ... 125.4 kcal/mol
Energy ... -6253.941 eV
LUMO energy ... 0.878 eV
SMILES ... O[C@]12[C@@H]3[C@H]1[C@@H]32

```
! RIJCOSX wB97M-V def2-TZVPD def2/J DEFGRID3
* xyz 0 1
O 1.4374 -0.5263 1.3246
C 0.2640 -0.0579 0.5440
C -0.9623 0.6973 0.2136
C -0.6530 -0.6451 -0.4138
C 0.0937 0.5791 -0.8609
H 2.1527 -0.4363 0.6538
H -1.8430 1.0695 0.6562
H -1.1846 -1.6155 -0.5105
H 0.6951 0.9352 -1.6070
*
```

6.
Entry from the Open Molecules 2025 dataset: a single C4H4O molecule at a distorted geometry (ωB97M-V/def2-TZVPD).

Relative energy (zero: lowest compared OMol25 entry of this formula, charge and spin) ... 132.5 kcal/mol
Energy ... -6253.635 eV
LUMO energy (spin up / spin down) ... 0.055 / -0.327 eV

```
! RIJCOSX wB97M-V def2-TZVPD def2/J DEFGRID3
* xyz 0 1
C -0.6475 -0.1324 -1.3327
C -1.1415 0.9603 -0.8030
C 0.7913 -0.1276 0.9790
C 0.5358 -0.5481 -0.3587
O 0.3178 -1.4179 0.5932
H -1.1600 -0.9387 -1.7273
H -0.5794 1.7524 -0.2537
H 1.8165 0.0171 1.3521
H 0.0671 0.4349 1.5511
*
```

7.
Entry from the Open Molecules 2025 dataset: a single C4H4O molecule at a distorted geometry (ωB97M-V/def2-TZVPD).

Relative energy (zero: lowest compared OMol25 entry of this formula, charge and spin) ... 33.0 kcal/mol
Energy ... -6257.949 eV
LUMO energy ... 0.232 eV
SMILES ... C#CC(C)=O

```
! RIJCOSX wB97M-V def2-TZVPD def2/J DEFGRID3
* xyz 0 1
C -0.0358 0.4371 -2.1589
C -0.0758 0.1799 -0.9857
C -0.1255 -0.1809 0.4442
C 0.8742 0.5146 1.3599
O -0.8902 -1.0560 0.8082
H -0.0749 0.6474 -3.2106
H 1.4215 -0.2340 1.9759
H 0.3647 1.2125 2.0639
H 1.5876 1.1176 0.7485
*
```

8.
Entry from the Open Molecules 2025 dataset: a single C4H4O molecule at a distorted geometry (ωB97M-V/def2-TZVPD).

Relative energy (zero: lowest compared OMol25 entry of this formula, charge and spin) ... 37.2 kcal/mol
Energy ... -6257.767 eV
LUMO energy ... 0.618 eV
SMILES ... C=CC=C=O

```
! RIJCOSX wB97M-V def2-TZVPD def2/J DEFGRID3
* xyz 0 1
C -1.0353 1.0294 -0.8405
C -0.1857 0.5620 0.1149
C 0.4724 -0.7673 0.2496
C 1.2362 -1.3815 1.1713
O 2.0917 -1.8783 1.7423
H -1.4064 1.9839 -1.0496
H -1.4526 0.3903 -1.5682
H -0.0269 1.2798 0.8388
H 0.3066 -1.2184 -0.6586
*
```

9.
Entry from the Open Molecules 2025 dataset: a single C4H4O molecule (ωB97M-V/def2-TZVPD).

Relative energy (zero: lowest compared OMol25 entry of this formula, charge and spin) ... 39.0 kcal/mol
Energy ... -6257.688 eV
LUMO energy ... 0.375 eV
SMILES ... CC#CC=O

```
! RIJCOSX wB97M-V def2-TZVPD def2/J DEFGRID3
* xyz 0 1
C 0.9268 0.2191 -1.4631
C -0.1284 0.3501 -0.4690
C -0.8357 0.2429 0.5046
C -1.1499 -0.2734 1.8264
O -0.6109 -1.2885 2.2093
H 0.5726 -0.2806 -2.3682
H 1.6774 -0.4197 -0.9839
H 1.3950 1.1684 -1.7279
H -1.8469 0.2818 2.4717
*
```

10.
Entry from the Open Molecules 2025 dataset: a single C4H4O2 molecule at a distorted geometry (ωB97M-V/def2-TZVPD).

Relative energy (zero: lowest compared OMol25 entry of this formula, charge and spin) ... 96.1 kcal/mol
Energy ... -8302.909 eV
LUMO energy (spin up / spin down) ... -0.376 / -0.359 eV
SMILES ... C/C=C1\OC1=O

```
! RIJCOSX wB97M-V def2-TZVPD def2/J DEFGRID3
* xyz 0 1
C 1.5234 0.5065 0.3754
C 0.5405 -0.6707 0.3647
C -0.9097 -0.4229 -0.3511
O -1.3386 0.8870 -0.7847
C -2.2297 -0.1684 -0.6685
O -3.3623 -0.5280 -0.5383
H 1.0135 1.3386 0.7578
H 1.8406 0.7477 -0.6215
H 2.2990 0.0450 0.8849
H 0.6232 -1.7346 0.5813
*
```

11.
Entry from the Open Molecules 2025 dataset: a single C4H4O2 molecule at a distorted geometry (ωB97M-V/def2-TZVPD).

Relative energy (zero: lowest compared OMol25 entry of this formula, charge and spin) ... 92.1 kcal/mol
Energy ... -8303.082 eV
LUMO energy ... -0.159 eV
SMILES ... C#CC(=O)CO

```
! RIJCOSX wB97M-V def2-TZVPD def2/J DEFGRID3
* xyz 0 1
C 2.0741 0.7283 0.0828
C 1.1746 -0.0246 0.3903
C -0.0357 -0.8407 0.3782
O -0.0970 -2.0469 0.3242
C -0.9836 0.2639 0.0246
O -2.0893 -0.0951 -0.7325
H 3.0690 1.0308 0.2697
H -1.3154 0.8402 0.8937
H 0.0544 0.9992 -0.3462
H -1.8513 -0.8553 -1.2848
*
```

12.
Entry from the Open Molecules 2025 dataset: a single C4H4O2 molecule at a distorted geometry (ωB97M-V/def2-TZVPD).

Relative energy (zero: lowest compared OMol25 entry of this formula, charge and spin) ... 75.8 kcal/mol
Energy ... -8303.791 eV
LUMO energy ... 0.906 eV
SMILES ... C#CCOC=O

```
! RIJCOSX wB97M-V def2-TZVPD def2/J DEFGRID3
* xyz 0 1
C -2.6651 -0.5149 0.4570
C -1.4503 -0.5299 0.3540
C 0.0529 -0.4213 0.3312
O 0.3288 0.7614 -0.4764
C 1.6041 0.8017 -0.7959
O 2.4269 0.0065 -0.3706
H -3.7437 -0.5274 0.5391
H 1.2448 -0.9561 0.0536
H 0.3385 -0.2478 1.3673
H 1.8631 1.6279 -1.4594
*
```

Question: Which of these has the highest relative energy (zero: lowest compared OMol25 entry of this formula, charge and spin)?
Answer: number 6

Question: Among the records above, which one has the highest relative energy (zero: lowest compared OMol25 entry of this formula, charge and spin)?
Answer: number 6